Version A
Below is one molecule with the formula C2H6N2OS, with properties calculated with the ωB97M-V functional and the def2-TZVPD basis.

Each line ends with the natural charge from an NBO analysis.
Geometry (Å):
C (-2.0594, 0.6561, 0.6149)  -0.768
C (1.2261, 0.1798, -0.0314)  0.775
H (-3.0982, 0.8362, 0.3391)  0.224
H (-2.0688, 0.2895, 1.6546)  0.214
H (-1.4783, 1.5728, 0.5173)  0.238
H (0.2993, -1.2189, 1.0987)  0.393
H (3.2683, 0.2584, 0.0046)  0.400
H (2.6275, -1.2886, 0.0404)  0.387
N (0.1508, -0.6638, 0.3231)  -0.832
N (2.4602, -0.3470, 0.3167)  -0.849
O (1.0142, 1.2909, -0.4522)  -0.610
S (-1.3088, -0.5448, -0.5010)  0.429

Output
- charge = 0
- orbital gap (eV) = 9.661
- SMILES string = CSNC(N)=O
- E_LUMO (eV) = 0.7
- multiplicity = 1

Version B
Below is one molecule with the formula C2H6N2OS, with properties calculated with the ωB97M-V functional and the def2-TZVPD basis.

Each line ends with the natural charge from an NBO analysis.
Geometry (Å):
C (0.0775, 0.2750, 0.0125)  0.098
C (1.3702, -0.4964, 0.1788)  -0.125
H (-2.4712, 0.6159, 0.6309)  0.363
H (-2.3543, 0.5775, -0.9839)  0.362
H (-0.9317, -1.5189, -0.0937)  0.393
H (1.2992, -1.4685, -0.3397)  0.184
H (1.4756, -0.6820, 1.2695)  0.187
H (2.3354, 1.1057, -0.1325)  0.486
N (-2.3208, -0.0167, -0.1503)  -0.628
N (-1.0139, -0.4863, -0.0628)  -0.407
O (2.4917, 0.1597, -0.3301)  -0.703
S (0.0423, 1.9350, 0.0012)  -0.211

Output
- charge = 0
- orbital gap (eV) = 9.639
- SMILES string = NNC(=S)CO
- E_LUMO (eV) = 0.6
- multiplicity = 1

Version C
Below is one molecule with the formula C2H6N2OS, with properties calculated with the ωB97M-V functional and the def2-TZVPD basis.

Each line ends with the natural charge from an NBO analysis.
Geometry (Å):
C (-0.3514, 1.2704, -0.1974)  -0.406
C (0.2082, -1.1729, -0.2924)  0.201
H (-1.0858, 1.7841, -0.7731)  0.200
H (-0.3255, 1.6642, 0.8144)  0.194
H (0.6086, 1.4645, -0.6268)  0.234
H (-2.2657, -0.7675, 1.3561)  0.089
H (-0.2567, -2.1255, -0.5117)  0.198
H (2.9276, -0.2031, 0.3044)  0.480
N (-0.6620, -0.1426, -0.2050)  -0.584
N (1.4763, -1.2260, -0.1263)  -0.210
O (1.9933, 0.0155, 0.2337)  -0.603
S (-2.2670, -0.5610, 0.0241)  0.207

Output
- charge = 0
- orbital gap (eV) = 9.282
- SMILES string = CN(S)/C=N\O
- E_LUMO (eV) = 0.7
- multiplicity = 1

What should be chosen as the least stable of them? Choose version C.

Version A
Below is one molecule with the formula C2H6N2OS, with properties calculated with the ωB97M-V functional and the def2-TZVPD basis.

Each line ends with the natural charge from an NBO analysis.
Geometry (Å):
C (-1.3871, 0.5404, 0.4553)  -0.159
C (-0.7431, -0.6193, -0.1104)  0.361
H (-1.1754, 1.6853, -1.3042)  0.477
H (-1.0341, 0.6258, 1.5890)  0.232
H (-2.5119, 0.3441, 0.6286)  0.197
H (-2.2765, -1.5802, -0.0846)  0.319
H (0.7617, -1.3965, -1.0395)  0.411
H (2.2352, 1.6091, -0.2707)  0.146
N (-1.2159, -1.9078, 0.0969)  -0.655
N (0.5398, -0.5595, -0.5536)  -0.741
O (-1.2770, 1.8275, -0.2269)  -0.720
S (1.9832, 0.1148, 0.2140)  0.132

Output
- charge = 0
- orbital gap (eV) = 9.596
- SMILES string = [H]/N=C(\CO)NS
- E_LUMO (eV) = 0.2
- multiplicity = 1

Version B
Below is one molecule with the formula C2H6N2OS, with properties calculated with the ωB97M-V functional and the def2-TZVPD basis.

Each line ends with the natural charge from an NBO analysis.
Geometry (Å):
C (-0.8764, -0.2242, -0.9833)  -0.162
C (0.1995, -0.3948, 0.2631)  0.447
H (0.0224, 1.1478, -2.0708)  0.475
H (-1.7472, -0.2590, -0.2951)  0.201
H (-0.9804, -1.2027, -1.5330)  0.201
H (-0.0601, -2.2009, 0.8378)  0.357
H (-0.0174, 1.6775, 0.3836)  0.434
H (1.1914, -0.1046, 2.2458)  0.168
N (0.4854, -1.4397, 1.0303)  -0.730
N (0.6957, 0.8799, 0.3312)  -0.803
O (-0.7970, 1.0938, -1.6603)  -0.699
S (1.8842, 1.0269, 1.4508)  0.111

Output
- charge = 0
- orbital gap (eV) = 9.242
- SMILES string = [H]/N=C(\CO)NS
- E_LUMO (eV) = 0.6
- multiplicity = 1

What should be chosen as the least stable of them? Choose version A.

Version A
Below is one molecule with the formula C5H12N2, with properties calculated with the ωB97M-V functional and the def2-TZVPD basis.

Each line ends with the natural charge from an NBO analysis.
Geometry (Å):
C (0.2493, 0.5281, -1.0130)  -0.192
C (-0.7063, -0.5450, -1.1330)  0.032
C (-0.5356, 1.7157, -0.9819)  -0.417
C (0.6279, 0.2180, 1.6597)  -0.427
C (-1.9106, -0.8322, -0.3137)  -0.684
N (0.9651, -0.1660, 0.3064)  -0.332
N (2.1823, -0.8464, 0.0900)  -0.659
H (1.0583, 0.4895, -1.7394)  0.232
H (-0.4850, -1.2973, -1.8852)  0.190
H (2.2201, -1.6890, 0.6608)  0.342
H (2.9683, -0.2552, 0.3659)  0.322
H (-1.4282, 1.8427, -0.3885)  0.180
H (-0.1239, 2.6346, -1.3770)  0.188
H (-0.2741, 0.8351, 1.6474)  0.207
H (1.4254, 0.8200, 2.1167)  0.169
H (0.4596, -0.6562, 2.3004)  0.179
H (-1.7337, -1.7084, 0.3210)  0.228
H (-2.2015, 0.0012, 0.3227)  0.213
H (-2.7574, -1.0894, -0.9593)  0.227

Output
- charge = 0
- orbital gap (alpha / beta) (eV) = 8.483 / 6.874
- E_LUMO (alpha / beta) (eV) = 0.8 / 0.2
- multiplicity = 1

Version B
Below is C5H12N2 as an isolated structure, with properties calculated with the ωB97M-V functional and the def2-TZVPD basis.

Each line ends with the natural charge from an NBO analysis.
Geometry (Å):
C (-0.1576, 0.3626, 0.1843)  0.375
C (0.1564, 1.2451, -1.0029)  -0.658
C (-1.7774, -1.0630, -1.0256)  -0.481
N (-0.2705, -0.9865, -0.0921)  -0.627
N (-0.9665, 0.9851, 1.1307)  -0.888
C (1.5049, -0.0436, 1.1439)  -0.232
C (2.5234, -0.7366, 0.6686)  -0.449
H (-0.4504, -1.5187, 0.7535)  0.359
H (-1.5144, 1.7812, 0.8411)  0.389
H (-1.1860, 0.4426, 1.9538)  0.386
H (1.5936, 0.5353, 2.0617)  0.170
H (-0.7180, 1.8016, -1.3373)  0.204
H (0.5418, 0.6533, -1.8270)  0.232
H (0.9264, 1.9527, -0.6966)  0.237
H (-2.5769, -0.3760, -0.7382)  0.190
H (-1.4690, -0.9055, -2.0534)  0.199
H (-2.0936, -2.0872, -0.8505)  0.200
H (2.4303, -1.3022, -0.2513)  0.200
H (3.5037, -0.7401, 1.1375)  0.195

Output
- charge = 0
- orbital gap (eV) = 8.993
- E_LUMO (eV) = 1.0
- multiplicity = 1

Version C
Below is one molecule with the formula C5H12N2, with properties calculated with the ωB97M-V functional and the def2-TZVPD basis.

Each line ends with the natural charge from an NBO analysis.
Geometry (Å):
C (1.7480, -1.2011, 1.5404)  -0.622
C (1.4790, -0.4884, 0.2099)  -0.408
C (0.5964, 0.7680, 0.2719)  -0.448
C (-0.7849, 0.5300, -0.3229)  0.052
C (-1.1712, 0.9050, -1.6145)  -0.016
N (-2.4235, 0.7038, -2.0512)  -0.867
N (-1.6999, -0.1080, 0.5455)  -0.846
H (2.7761, -1.5795, 1.6576)  0.209
H (1.6719, -0.3063, 2.2617)  0.191
H (1.2415, -2.1037, 1.8473)  0.211
H (2.5132, -0.2750, -0.2088)  0.207
H (1.0997, -1.2211, -0.4355)  0.202
H (1.0428, 1.6202, -0.3685)  0.211
H (0.7886, 1.1312, 1.2291)  0.203
H (-0.4398, 1.2578, -2.3552)  0.181
H (-2.5837, 0.4155, -3.0306)  0.406
H (-3.0367, 0.9642, -1.2538)  0.421
H (-1.3402, -1.1869, 0.5498)  0.353
H (-1.4771, 0.1745, 1.5278)  0.359

Output
- charge = 0
- orbital gap (eV) = 8.315
- SMILES string = CCC/C(N)=C/N
- E_LUMO (eV) = 1.0
- multiplicity = 1

What should be chosen as the least stable of them? Choose version A.

Version A
Below is one molecule with the formula C5H12N2, with properties calculated with the ωB97M-V functional and the def2-TZVPD basis.

Each line ends with the natural charge from an NBO analysis.
Geometry (Å):
C (-0.0413, 0.0105, -0.0347)  0.032
C (-0.2148, -1.5446, 0.0948)  -0.216
C (-1.0088, 0.5672, -1.0944)  -0.614
N (-0.3855, 0.6331, 1.2569)  -0.841
N (-1.4635, -1.9610, 0.7569)  -0.814
C (1.3806, 0.3379, -0.4573)  -0.178
C (2.1040, 1.4189, -0.1310)  -0.409
H (-0.3464, 1.6454, 1.1650)  0.358
H (0.3247, 0.3716, 1.9397)  0.358
H (-2.2401, -1.4793, 0.3030)  0.345
H (-1.4474, -1.5352, 1.6879)  0.360
H (-0.1736, -2.0122, -0.8965)  0.193
H (0.6152, -1.9652, 0.6765)  0.191
H (1.8487, -0.3899, -1.1218)  0.198
H (-2.0532, 0.5073, -0.7673)  0.215
H (-0.9273, 0.0115, -2.0360)  0.214
H (-0.8005, 1.6214, -1.3169)  0.215
H (3.1139, 1.5422, -0.5131)  0.206
H (1.7152, 2.2202, 0.4882)  0.186

Output
- charge = 0
- orbital gap (eV) = 10.203
- SMILES string = C=C[C@](C)(N)CN
- E_LUMO (eV) = 0.9
- multiplicity = 1

Version B
Below is one molecule with the formula C5H12N2, with properties calculated with the ωB97M-V functional and the def2-TZVPD basis.

Each line ends with the natural charge from an NBO analysis.
Geometry (Å):
C (-0.8359, -0.0476, 1.5436)  -0.628
C (0.4128, 0.5093, 0.9262)  -0.070
C (0.1348, 0.6317, -0.5469)  -0.427
C (0.1160, -0.6535, -1.3025)  0.209
C (-1.1047, -1.1479, -1.7381)  -0.528
N (1.2716, -1.4693, -1.2942)  -0.828
N (0.7543, 1.8826, 1.3248)  -0.797
H (-1.7284, 0.4760, 1.1691)  0.199
H (-0.8114, 0.1644, 2.6752)  0.199
H (-1.0912, -1.0673, 1.3079)  0.235
H (1.1953, -0.1461, 1.0297)  0.192
H (1.0952, 1.0782, -1.0552)  0.198
H (-0.5359, 1.3516, -0.7254)  0.217
H (-0.9944, -2.1310, -2.1504)  0.188
H (-2.0593, -0.6182, -1.6119)  0.211
H (1.4444, -2.1132, -2.0701)  0.383
H (2.1324, -1.0066, -1.1820)  0.368
H (-0.0987, 2.4152, 1.3518)  0.338
H (0.7033, 1.8918, 2.3485)  0.340

Output
- charge = 0
- orbital gap (eV) = 9.154
- SMILES string = C=C(N)C[C@H](C)N
- E_LUMO (eV) = 1.1
- multiplicity = 1

Version C
Below is C5H12N2 as an isolated structure, with properties calculated with the ωB97M-V functional and the def2-TZVPD basis.

Each line ends with the natural charge from an NBO analysis.
Geometry (Å):
C (-0.5790, -1.0314, 1.4061)  -0.212
C (-0.1962, 0.3679, 0.8944)  -0.448
C (-0.0743, 0.4297, -0.6363)  0.051
C (0.3156, -0.7401, -1.3565)  -0.296
N (1.3626, -0.5443, -2.4173)  -0.862
C (-0.2536, 1.6844, -1.2529)  -0.616
N (-1.0147, -0.9011, 2.7966)  -0.832
H (0.2894, -1.6771, 1.2915)  0.183
H (-1.3042, -1.3891, 0.6692)  0.188
H (0.7687, 0.7024, 1.2956)  0.210
H (-0.9922, 1.0566, 1.1980)  0.208
H (-0.4260, -1.4356, -1.7250)  0.214
H (2.2712, -0.5808, -1.9797)  0.353
H (1.2324, 0.3603, -2.8386)  0.336
H (0.8748, 1.3949, -0.9362)  0.338
H (-0.6121, 1.7170, -2.2710)  0.243
H (-0.3149, 2.5805, -0.6496)  0.230
H (-0.9721, -1.7641, 3.3045)  0.361
H (-0.3754, -0.2301, 3.2072)  0.349

Output
- charge = 0
- orbital gap (eV) = 7.561
- E_LUMO (eV) = 0.7
- multiplicity = 1

Version D
Below is a 2-piece molecular cluster, C5H12N2 overall, with properties calculated with the ωB97M-V functional and the def2-TZVPD basis.

Each line ends with the natural charge from an NBO analysis.
Geometry (Å):
C (-3.4405, -0.6871, 0.9847)  -0.393
C (-3.0371, -0.2076, -0.1860)  -0.378
C (1.0747, 1.5473, -0.2877)  -0.673
C (1.8404, -0.7888, 1.2076)  -0.414
C (1.1324, 0.2190, -0.8858)  -0.133
N (2.0359, -1.9724, -0.6549)  -0.564
N (1.7597, -0.7894, -0.2196)  -0.031
H (-3.6939, -0.0184, 1.7880)  0.188
H (-3.8710, -1.6841, 1.2108)  0.197
H (-2.7072, 0.8209, -0.3124)  0.191
H (1.8097, 1.7984, 0.5139)  0.221
H (0.0574, 1.4818, 0.3673)  0.201
H (1.0603, 2.4852, -0.9483)  0.241
H (1.0589, -0.2551, 1.5547)  0.203
H (1.8882, -1.8047, 1.6146)  0.245
H (2.7092, -0.3541, 1.6043)  0.210
H (0.9498, 0.1089, -1.9740)  0.199
H (1.8335, -1.9711, -1.7061)  0.295
H (-3.0061, -0.7679, -1.1192)  0.194

Output
- charge = 0
- orbital gap (eV) = 8.119
- E_LUMO (eV) = 1.0
- multiplicity = 1

What should be chosen as the least stable of them? Choose version C.

Version A
Below is one molecule with the formula C5H12N2, with properties calculated with the ωB97M-V functional and the def2-TZVPD basis.

Each line ends with the natural charge from an NBO analysis.
Geometry (Å):
C (-0.9944, 1.0167, 0.4098)  -0.264
C (0.1082, 0.0034, 0.0107)  0.061
C (0.0756, -1.3015, 0.1975)  -0.453
C (2.6886, 0.1128, 0.2834)  -0.617
C (1.3917, 0.4624, -0.6530)  -0.437
N (-2.2602, 0.2744, 0.5974)  -0.441
N (-2.8148, -0.1565, -0.6801)  -0.698
H (-0.6385, 1.3559, 1.3166)  0.207
H (-1.0166, 1.7466, -0.3797)  0.212
H (-2.4928, -0.9615, -1.1867)  0.339
H (-0.6697, -1.8607, 0.6210)  0.181
H (0.9113, -1.7818, -0.0451)  0.181
H (3.4765, 0.9143, -0.1074)  0.213
H (2.9614, -0.9334, 0.0413)  0.215
H (2.5098, 0.3650, 1.3908)  0.220
H (1.3970, 0.0397, -1.5810)  0.212
H (1.2563, 1.5684, -0.9153)  0.192
H (-2.0968, -0.4698, 1.1779)  0.329
H (-3.7927, -0.3947, -0.4979)  0.349

Output
- charge = 0
- orbital gap (eV) = 10.011
- SMILES string = C=C(CC)CNN
- E_LUMO (eV) = 1.0
- multiplicity = 1

Version B
Below is C5H12N2 as an isolated structure, with properties calculated with the ωB97M-V functional and the def2-TZVPD basis.

Each line ends with the natural charge from an NBO analysis.
Geometry (Å):
C (-0.1702, -0.4681, -0.1091)  0.058
C (0.6899, 0.2326, -1.0668)  -0.463
C (0.6003, 0.9881, 2.5784)  -0.418
C (-1.6151, -0.0642, 0.0576)  -0.667
N (0.9162, 0.3913, 1.3013)  -0.760
C (0.0011, -0.6043, -2.2028)  0.128
N (0.5662, -1.6658, -2.6646)  -0.628
H (1.7758, -0.1550, 1.3952)  0.335
H (0.0319, -1.5215, 0.0741)  0.223
H (0.2076, -1.8900, -3.5965)  0.343
H (0.4779, 1.2961, -1.1618)  0.234
H (1.7442, -0.0302, -1.0337)  0.246
H (-0.8299, -0.0991, -2.7110)  0.156
H (-0.2434, 1.6796, 2.4912)  0.181
H (1.4438, 1.5908, 2.9506)  0.196
H (0.3970, 0.2344, 3.3556)  0.152
H (-1.8951, -0.1002, 1.1136)  0.244
H (-2.2876, -0.7582, -0.4545)  0.226
H (-1.8106, 0.9437, -0.3168)  0.215

Output
- charge = 0
- orbital gap (eV) = 8.538
- E_LUMO (eV) = 0.8
- multiplicity = 1

What should be chosen as the least stable of them? Choose version B.